Record 1
Formula: C40H45AuN3OP2S2
Source: the Open Molecules 2025 dataset
Level of theory: ωB97M-V/def2-TZVPD

XYZ file:
```
94
Properties=species:S:1:pos:R:3:forces:R:3
Au -0.62691 0.96706 -0.40174 0.05 -0.16 -0.12
C 3.22493 -4.58197 -0.42615 0.07 -0.04 0.07
S 2.14810 -4.14213 0.95264 0.11 -0.13 0.06
C 3.31700 -3.20305 1.96403 0.00 0.01 0.00
C 3.54999 -1.74947 1.54618 0.00 0.00 0.00
C 2.52940 -0.75411 2.10382 -0.04 -0.01 -0.03
N 1.41055 -0.42051 1.17812 -0.04 0.00 0.00
P 1.59930 0.35073 -0.30637 -0.17 -0.09 -0.27
C 2.78190 1.66068 -0.24778 -0.08 0.07 0.07
C 2.37967 2.93105 0.17962 0.01 0.00 -0.05
C 3.32388 3.93008 0.33193 0.00 0.01 0.00
C 4.66358 3.66231 0.07292 -0.01 0.01 0.00
C 5.06809 2.39710 -0.33567 0.00 0.00 0.01
C 4.13296 1.38951 -0.49885 0.00 -0.03 0.04
C 1.91183 -0.78681 -1.63457 0.12 0.01 -0.11
C 2.59975 -0.36078 -2.78089 0.02 0.03 0.06
C 2.74240 -1.22839 -3.85131 -0.01 -0.03 0.02
C 2.19939 -2.50837 -3.78812 0.01 0.03 -0.02
C 1.51543 -2.92805 -2.65383 -0.09 0.04 -0.05
C 1.36402 -2.07113 -1.57655 -0.13 0.10 -0.05
P -0.11316 0.10822 1.68001 0.08 0.32 0.24
C -0.06289 1.51629 2.77664 -0.02 -0.07 0.07
C -0.69801 2.71327 2.43477 0.04 0.02 -0.02
C -0.65559 3.79145 3.30477 0.00 -0.01 0.01
C 0.02151 3.68037 4.51189 0.00 0.01 0.00
C 0.64327 2.48773 4.86302 0.01 -0.01 0.01
C 0.59454 1.40090 4.00691 -0.02 0.02 0.01
C -0.97427 -1.22354 2.45875 -0.01 -0.04 -0.04
C -1.86293 -0.94600 3.50552 -0.01 0.02 -0.01
C -2.48957 -1.99518 4.15480 -0.01 0.00 -0.01
C -2.23128 -3.30657 3.76881 -0.01 -0.01 -0.01
C -1.35383 -3.58046 2.72476 -0.01 0.00 0.00
C -0.72816 -2.54128 2.06009 -0.03 0.03 -0.02
H 2.64167 -5.19903 -1.10722 0.02 -0.01 0.02
H 4.06804 -5.16908 -0.06728 0.00 -0.01 0.01
H 3.58342 -3.70270 -0.96202 0.02 -0.03 0.02
H 4.26035 -3.74879 1.96315 -0.01 -0.01 -0.02
H 2.94098 -3.24675 2.98803 0.02 0.00 0.00
H 3.59540 -1.67763 0.45480 0.04 0.00 0.01
H 4.53122 -1.43586 1.90905 -0.01 -0.01 0.03
H 3.01772 0.18303 2.38101 -0.01 0.01 -0.01
H 2.06466 -1.16458 3.00245 0.01 0.00 0.02
H 1.33580 3.14074 0.38401 0.00 0.00 0.01
H 3.02009 4.91818 0.64932 0.00 0.00 0.00
H 5.39916 4.44686 0.19105 0.00 0.00 0.00
H 6.11313 2.19652 -0.52843 0.00 0.00 0.00
H 4.45507 0.40308 -0.80846 0.00 0.00 -0.02
H 3.03129 0.63051 -2.83395 -0.05 0.02 -0.01
H 3.28864 -0.91317 -4.73032 0.00 0.01 0.01
H 2.31900 -3.18319 -4.62551 0.00 -0.01 0.00
H 1.10531 -3.92785 -2.60535 -0.01 0.02 -0.02
H 0.86041 -2.41460 -0.68309 -0.01 0.03 -0.04
H -1.24326 2.80873 1.50185 0.01 0.00 0.00
H -1.15383 4.71569 3.04496 0.00 0.00 0.00
H 0.05564 4.52317 5.18934 0.00 0.00 0.00
H 1.15620 2.40145 5.81126 0.00 0.00 0.00
H 1.05306 0.46822 4.30981 0.01 -0.02 -0.01
H -2.04572 0.07279 3.82249 0.00 0.00 0.00
H -3.16569 -1.79363 4.97442 0.00 0.00 0.01
H -2.71066 -4.12217 4.29421 0.00 0.00 0.00
H -1.14523 -4.60279 2.43943 0.00 0.00 0.00
H -0.01937 -2.76038 1.27186 -0.03 0.02 0.01
C -5.05980 1.89002 0.58217 0.01 -0.01 -0.01
S -3.67196 0.78261 0.72612 -0.01 -0.02 0.02
O -2.66532 1.45195 -0.26694 -0.04 0.03 -0.04
C -4.27436 -0.65421 -0.09575 0.02 0.03 0.01
C -4.53323 -1.76835 0.69204 0.03 -0.01 0.03
C -5.06726 -2.89885 0.08892 0.01 0.00 0.00
C -5.31486 -2.90128 -1.27585 0.00 0.00 0.00
C -5.03243 -1.78093 -2.05401 0.01 0.00 -0.01
C -4.51281 -0.64122 -1.46685 -0.01 -0.01 0.00
H -5.31494 1.99743 -0.47065 0.00 0.01 0.00
H -4.77950 2.84287 1.02685 0.01 0.00 0.00
H -5.88730 1.44428 1.13442 0.00 0.00 0.00
H -4.33275 -1.74980 1.75753 0.00 0.00 -0.01
H -5.29282 -3.77283 0.68417 0.00 0.00 0.00
H -5.73606 -3.78208 -1.74158 0.00 0.00 0.00
H -5.23495 -1.79549 -3.11624 0.00 0.00 0.00
H -4.29658 0.24036 -2.05783 0.00 0.01 0.00
C -0.27772 1.07602 -5.93848 0.01 0.02 -0.01
C -0.57155 1.66232 -4.60329 -0.03 -0.01 -0.01
C -1.06799 2.89783 -4.23663 -0.03 -0.02 0.00
C -1.18770 2.88544 -2.84607 0.07 0.11 -0.02
N -0.78223 1.69712 -2.38047 0.13 -0.02 0.09
N -0.39789 0.97273 -3.46292 -0.02 -0.09 -0.01
C -1.65916 3.99956 -1.97686 -0.03 -0.08 -0.01
H -0.15340 1.86752 -6.67318 -0.01 0.00 0.00
H -1.10135 0.44030 -6.26598 0.00 0.00 0.00
H 0.63383 0.47880 -5.92032 -0.01 -0.01 0.01
H -1.31454 3.71552 -4.89236 0.01 -0.01 -0.01
H -0.09154 0.01669 -3.36740 0.02 0.02 0.03
H -1.29085 4.94489 -2.37086 0.00 0.01 0.05
H -1.31995 3.89134 -0.94778 0.03 -0.01 0.04
H -2.74841 4.04365 -1.97295 0.00 -0.01 0.01
```
Positions in Å, forces in eV/Å.

Net charge   +3
ΔE to the lowest compared entry with this formula, charge and spin   0.0 kJ/mol
Max |F|   0.406 eV/A
Frontier orbital gap   6.0317 eV
HOMO   -15.344 eV

Mulliken atomic charge list, values in e, 5 entries: number 1, Au, carries 1.108; number 2, C, carries -0.941; number 3, S, carries 0.090; number 4, C, carries -1.043; number 5, C, carries -0.341



Record 2
Formula: C12H27BrO2Si2
Source: the Open Molecules 2025 dataset
Level of theory: ωB97M-V/def2-TZVPD

XYZ file:
```
44
Properties=species:S:1:pos:R:3:forces:R:3
C 4.09931 -2.76571 -0.11829 0.21 0.02 0.07
C 4.99481 -1.52487 -0.19147 -0.04 -0.01 0.13
C 4.22078 -0.21236 -0.02265 -0.01 -0.17 -0.12
C 3.32665 0.11797 -1.22193 0.02 0.08 0.00
C 2.87319 1.58695 -1.30798 -0.05 -0.07 0.06
C 2.41366 2.20865 0.01436 -0.23 0.01 -0.02
C 1.03532 1.70410 0.47144 0.07 -0.02 0.02
C -0.11021 2.41181 -0.25121 -0.07 -0.01 0.05
C -1.55110 1.98229 0.13394 -0.04 0.04 -0.12
C -1.70165 1.11355 1.39165 0.02 0.16 -0.01
Si -3.46216 0.62138 1.75481 0.39 -0.14 0.21
O -3.62730 -1.02151 1.48184 -0.48 0.34 -0.13
Si -5.06009 -1.69485 1.06160 0.28 -0.43 0.09
Br -4.93194 -3.86047 1.55469 -0.05 0.15 -0.05
C -5.38507 -1.47820 -0.77992 0.02 0.09 -0.09
C -5.37777 -2.77081 -1.53351 0.82 -0.26 -0.46
O -4.41806 -3.16643 -2.16246 -0.77 0.27 0.42
H 4.62127 -3.65155 -0.49121 -0.08 0.08 0.02
H 3.18579 -2.63554 -0.70058 0.04 -0.07 -0.01
H 3.82074 -2.96971 0.91946 -0.10 0.05 -0.09
H 5.75387 -1.58902 0.59704 -0.04 -0.02 -0.11
H 5.53950 -1.51168 -1.14115 -0.06 0.05 0.01
H 4.93123 0.60605 0.13595 -0.04 -0.02 0.01
H 3.60737 -0.29509 0.88256 0.08 0.14 0.01
H 3.88235 -0.12294 -2.13650 -0.11 0.02 0.03
H 2.44657 -0.53116 -1.22457 0.05 -0.03 0.04
H 2.03521 1.64343 -2.01101 0.15 0.05 -0.10
H 3.67915 2.18922 -1.73874 0.01 -0.03 0.10
H 3.14224 2.01910 0.80474 0.07 0.00 -0.08
H 2.36588 3.29847 -0.10335 0.01 -0.09 0.04
H 0.97172 0.62346 0.29577 0.02 0.03 0.08
H 0.93820 1.85328 1.55278 -0.02 -0.03 -0.12
H -0.00810 3.48852 -0.07427 0.05 -0.09 -0.04
H 0.00993 2.25855 -1.32836 0.02 0.14 0.07
H -2.15161 2.88881 0.27023 0.01 -0.10 -0.07
H -2.00480 1.46181 -0.71797 0.04 -0.03 0.12
H -1.32602 1.64991 2.27136 0.05 -0.10 -0.08
H -1.11990 0.19042 1.29828 -0.03 0.06 0.09
H -4.43057 1.33788 0.88645 -0.02 -0.02 -0.03
H -3.81315 0.88394 3.16852 -0.05 0.00 -0.03
H -6.15871 -1.14409 1.87188 0.00 0.06 -0.02
H -6.35411 -0.98130 -0.88430 0.00 -0.04 -0.01
H -4.60397 -0.83954 -1.20473 -0.05 0.00 0.15
H -6.29842 -3.37273 -1.47321 -0.07 -0.08 -0.02
```
Positions in Å, forces in eV/Å.

Max |F|   0.978 eV/A
Frontier orbital gap   10.6362 eV
HOMO   -9.950 eV

Mulliken atomic charge list, values in e, 5 entries: number 1, C, carries -1.124; number 2, C, carries -0.618; number 3, C, carries -0.489; number 4, C, carries -0.512; number 5, C, carries -0.896



Record 3
Formula: C2H3NO4
Source: the Open Molecules 2025 dataset
Level of theory: ωB97M-V/def2-TZVPD

XYZ file:
```
10
Properties=species:S:1:pos:R:3:forces:R:3
C -1.73986 0.04646 -0.61180 4.49 -0.13 1.09
C 0.04716 0.03658 0.27221 -3.69 -0.70 -2.92
N 2.64996 0.04273 0.00325 1.42 1.43 -0.90
O 3.51880 -0.62860 -0.42976 0.64 -0.34 0.39
O 2.57348 0.90256 0.81780 0.66 0.28 0.76
O -2.71035 0.43220 0.16577 -1.16 0.33 0.87
O 0.90926 -0.62072 -0.23996 -2.87 -0.88 0.43
H -1.84941 -0.84581 -1.22114 -0.16 -0.18 -0.04
H 0.09253 0.78081 1.05488 0.39 0.14 0.50
H -3.49157 -0.14622 0.18877 0.28 0.05 -0.17
```
Positions in Å, forces in eV/Å.

ΔE to the lowest compared entry with this formula, charge and spin   891.9 kJ/mol
Max |F|   4.762 eV/A
Frontier orbital gap (spin up / spin down)   7.7431 / 7.8049 eV
HOMO (spin up / spin down)   -8.033 / -8.132 eV

Mulliken atomic charge list, values in e, 5 entries: number 1, C, carries -0.228; number 2, C, carries 0.152; number 3, N, carries 0.860; number 4, O, carries -0.483; number 5, O, carries -0.483



Record 4
Formula: C32H64Br8O12S6
Source: the Open Molecules 2025 dataset
Level of theory: ωB97M-V/def2-TZVPD

XYZ file:
```
122
Properties=species:S:1:pos:R:3:forces:R:3
O -2.26730 -5.00323 0.30119 -1.11 -0.31 -0.37
S -2.25087 -5.97435 -0.78461 2.08 1.07 -0.40
O -3.38903 -6.47481 -1.49086 -1.05 0.44 -0.14
C -0.95825 -5.31981 -1.97542 -0.28 0.00 0.76
C -0.03043 -6.50960 -2.14323 -1.06 -0.94 0.39
C 0.04810 -7.19967 -0.73727 0.42 -1.01 -0.48
C -1.35725 -7.37403 -0.17717 0.09 -0.36 -1.18
H -0.44635 -4.51911 -1.42318 -0.37 -0.04 -0.30
H -1.42528 -4.96137 -2.91041 0.13 -0.14 0.62
H -0.53343 -7.11238 -2.92071 0.53 -0.42 0.46
H 0.96151 -6.26453 -2.46182 0.40 0.36 -0.28
H 0.63393 -6.59896 -0.07541 0.36 0.83 0.34
H 0.59230 -8.17211 -0.71026 -0.49 0.55 -0.47
H -1.47079 -7.32856 0.88948 0.14 -0.29 0.46
H -1.82804 -8.24952 -0.64279 -0.01 0.16 0.43
O 1.39496 -2.75511 -2.15449 0.09 0.01 0.79
S 2.58813 -3.37495 -1.59369 -0.53 0.17 -2.68
O 2.52365 -4.79174 -1.35334 0.25 -0.27 0.51
C 3.94331 -2.97890 -2.75898 -0.67 -0.37 -0.51
C 4.83793 -2.02077 -1.98704 -1.16 -0.95 1.16
C 4.74191 -2.50385 -0.49223 -0.33 0.71 -0.78
C 3.25667 -2.50993 -0.24705 -0.29 0.19 1.40
H 3.46627 -2.46631 -3.58711 -0.25 0.01 -0.06
H 4.28993 -3.93820 -3.19499 0.42 0.54 0.77
H 5.81795 -1.99467 -2.30800 2.19 -0.32 -0.81
H 4.47577 -0.99823 -2.14269 -0.22 -0.23 0.58
H 5.19273 -1.76254 0.16576 0.31 -0.41 0.16
H 5.04702 -3.54239 -0.32341 0.82 0.39 -0.21
H 2.91874 -1.49163 -0.28853 -0.49 0.49 -0.06
H 2.94101 -2.98954 0.68514 0.03 0.03 -0.15
O 2.88579 0.57235 -1.34097 0.54 1.08 0.32
S 2.11954 1.49961 -2.16602 -1.31 -0.84 -1.13
O 1.71105 2.83965 -1.79355 0.82 -0.68 0.31
C 2.82652 1.54793 -3.86853 0.04 -0.26 0.47
C 2.15798 0.35176 -4.53784 -1.35 -0.34 0.59
C 0.65226 0.39576 -4.08128 1.11 -0.66 0.02
C 0.64674 0.49742 -2.59166 1.93 -0.84 0.50
H 3.92351 1.48002 -3.85952 -0.39 0.17 0.26
H 2.49129 2.50822 -4.27487 0.13 -0.21 -0.02
H 2.15858 0.39880 -5.61940 0.41 0.01 -0.19
H 2.57844 -0.60792 -4.19004 0.07 0.45 -0.23
H 0.08320 -0.45301 -4.44345 -0.03 -0.13 -0.04
H 0.24728 1.28126 -4.45722 -0.90 1.42 -1.01
H 0.89039 -0.47222 -2.15842 0.06 -0.08 -0.02
H -0.16627 0.85813 -2.03101 -1.27 0.89 0.21
O -0.84909 6.71454 -2.60135 0.03 0.95 0.24
S -0.28285 7.15160 -1.33573 0.02 -2.78 1.69
O 0.40297 8.39971 -1.13309 -0.54 0.29 -0.37
C -1.50164 6.71751 0.01589 -1.26 1.34 -0.72
C -0.99897 5.46684 0.72556 -0.20 0.49 0.69
C -0.15468 4.70662 -0.26189 0.33 -0.59 -0.88
C 0.78095 5.76981 -0.82226 0.14 0.10 -0.77
H -2.51829 6.62024 -0.42845 0.83 -0.32 -0.15
H -1.63261 7.58742 0.65583 0.45 0.06 0.20
H -0.42155 5.78047 1.61833 -0.12 -0.38 -0.46
H -1.85252 4.87783 1.05381 -0.09 -0.05 0.13
H -0.78372 4.26949 -1.05301 0.06 0.29 0.06
H 0.38253 3.83430 0.13724 -0.08 0.56 0.13
H 1.30718 5.55360 -1.75502 0.13 -0.41 0.31
H 1.46484 6.05560 -0.03088 0.21 0.42 -0.05
O 1.99108 4.96875 2.55615 0.40 0.50 -0.59
S 2.98724 4.06690 2.01184 -0.72 -1.05 0.65
O 3.87915 4.45525 0.93321 -0.32 -0.13 0.83
C 3.87342 3.37703 3.49950 -0.39 1.25 -1.56
C 4.29001 2.00118 3.07022 -2.15 0.08 -0.21
C 2.95374 1.42508 2.40275 0.52 0.44 0.77
C 2.15165 2.51632 1.63575 0.85 -0.83 -0.27
H 3.09268 3.41433 4.23867 -0.15 0.01 0.51
H 4.59519 4.17637 3.61229 0.58 -0.25 0.63
H 5.01216 2.15216 2.31789 1.19 -0.30 -0.88
H 4.64893 1.35779 3.87189 0.01 0.05 -0.08
H 2.30510 1.06821 3.19559 0.04 -0.19 0.19
H 3.19815 0.58577 1.76938 0.01 -0.23 -0.31
H 1.12431 2.58439 1.98246 0.15 0.18 0.17
H 2.12391 2.25474 0.57160 0.17 0.62 0.25
O -0.29180 1.13954 0.54555 -0.10 -0.52 0.23
S -0.52357 0.11963 1.55638 -0.07 -0.34 -1.63
O -0.03718 0.38652 2.88091 -0.17 0.15 0.84
C -2.24894 -0.34381 1.50068 -0.15 -1.16 -0.37
C -2.29374 -1.89330 1.63939 0.07 0.95 -0.39
C -1.15371 -2.35057 0.73544 1.11 -0.09 0.00
C 0.07561 -1.51951 1.05806 1.67 1.01 0.06
H -2.62500 -0.02255 0.53329 -0.05 0.26 0.00
H -2.75080 0.08874 2.32380 -0.64 0.92 0.68
H -2.09359 -2.03044 2.70918 -0.08 -0.77 -0.23
H -3.26933 -2.33919 1.32718 0.77 0.46 0.50
H -1.35284 -2.18773 -0.32221 -0.48 -0.05 -0.10
H -0.87034 -3.38240 0.84572 -0.26 -0.42 0.07
H 0.85832 -1.36969 0.27199 -1.15 -0.08 0.12
H 0.70242 -1.84601 1.90299 -0.62 -0.21 0.10
Br -4.05542 2.46954 -0.64843 0.20 0.04 -0.17
C -4.36985 3.27923 -2.39722 0.40 0.10 -1.14
C -5.70447 2.74739 -2.88809 0.77 -0.74 0.23
Br -6.35882 3.54966 -4.52697 0.25 0.09 0.11
H -3.53260 3.03771 -3.09486 -0.57 0.20 0.80
H -4.44434 4.35170 -2.23873 0.27 -0.02 0.04
H -6.37976 3.01099 -2.08948 -0.72 -0.45 -0.14
H -5.59535 1.65964 -3.08664 -0.50 0.76 0.32
Br -0.67060 4.23663 4.78192 -0.47 -0.41 -0.56
C -1.98414 3.06167 3.81797 1.43 -0.21 0.56
C -3.28832 3.27182 4.47201 -0.64 0.07 1.92
Br -4.59915 2.02668 3.79917 -0.28 -0.15 -0.34
H -1.55974 2.04551 3.95076 -0.43 0.67 -0.26
H -2.00965 3.38168 2.78350 0.26 -0.08 -0.13
H -3.66094 4.28075 4.38250 -0.17 0.20 -0.53
H -3.28600 3.10413 5.56844 0.34 -0.17 -0.72
Br -6.38431 -2.81827 -0.39259 -0.74 -0.21 0.37
C -4.78357 -2.15656 -1.20869 0.68 -0.52 -0.36
C -4.95694 -2.35322 -2.73341 0.98 -0.20 0.88
Br -3.25498 -2.14907 -3.70137 0.10 0.24 0.25
H -3.98239 -2.80193 -0.77365 -0.42 0.82 -0.52
H -4.74124 -1.09704 -0.89356 0.43 -0.63 -0.41
H -5.58091 -1.54743 -3.08585 -0.46 -0.33 -0.45
H -5.21341 -3.39036 -3.00542 -0.45 0.80 0.31
Br 2.93811 -3.12708 4.35875 0.07 -0.36 -0.24
C 1.19876 -3.08305 5.22613 -0.15 -1.87 -0.31
C 0.75789 -1.70610 5.15621 -0.33 1.85 0.13
Br -1.02996 -1.56956 5.87069 -0.38 0.10 0.15
H 1.35552 -3.43163 6.22028 0.26 -0.08 0.80
H 0.46708 -3.79830 4.79472 0.75 0.49 -0.29
H 0.70178 -1.33821 4.14475 -0.07 0.14 -0.20
H 1.39185 -1.02289 5.73159 -0.18 -0.21 -0.10
```
Positions in Å, forces in eV/Å.

ΔE to the lowest compared entry with this formula, charge and spin   0.0 kJ/mol
Max |F|   3.254 eV/A
Frontier orbital gap   9.5662 eV
HOMO   -9.528 eV
SMILES   O=S1(=O)CCCC1.O=S1(=O)CCCC1.O=S1(=O)CCCC1.O=S1(=O)CCCC1.O=S1(=O)CCCC1.O=S1(=O)CCCC1.BrCCBr.BrCCBr.BrCCBr.BrCCBr

Mulliken atomic charge list, values in e, 5 entries: number 1, O, carries -0.585; number 2, S, carries 1.096; number 3, O, carries -0.729; number 4, C, carries 0.375; number 5, C, carries -0.817



Record order is preserved below.
E: -92646.0352 -102778.4003 -11794.0645 -684141.1056 eV